# 1
Here is a molecular structure, C38H36AsN2O7PS5V at a distorted geometry from the OMol25 dataset. Energies are from ωB97M-V/def2-TZVPD.

The geometry in ORCA input format:
```
! RIJCOSX wB97M-V def2-TZVPD def2/J DEFGRID3
* xyz -2 4
V -0.5795 0.0010 1.7153
O -1.2121 3.7333 -0.7583
C -1.6358 3.1156 -1.8625
C -1.9577 3.9314 -2.9579
C -2.4074 3.3766 -4.1384
C -2.5441 1.9959 -4.2670
C -2.2089 1.1907 -3.1906
C -1.7582 1.7192 -1.9863
C -1.3474 0.8241 -0.8536
O -1.2572 1.3676 0.2983
N -1.1085 -0.4148 -1.1718
N -0.7013 -1.2010 -0.0513
C -0.5757 -2.3909 -0.4397
S -0.8500 -2.8500 -2.1370
C -0.2616 -4.5356 -1.9396
C -0.6472 -5.0099 -0.5513
S -0.1747 -3.7461 0.6372
H -1.0388 3.0360 -0.0762
H -1.8366 4.9999 -2.8362
H -2.6517 4.0267 -4.9723
H -2.8979 1.5620 -5.1938
H -2.2856 0.1127 -3.2614
H 0.8202 -4.5791 -2.0667
H -0.7305 -5.1427 -2.7167
H -0.1087 -5.9177 -0.2704
H -1.7211 -5.2007 -0.4967
O 2.5803 2.2795 2.8461
S 2.2032 1.7488 1.5603
O 1.4676 2.6423 0.6895
O 1.6018 0.3886 1.6019
C 3.7134 1.4645 0.6678
C 4.9055 1.8220 1.2897
C 6.1088 1.6901 0.6072
C 6.1176 1.2055 -0.6987
C 4.9162 0.8468 -1.2975
C 3.7091 0.9672 -0.6178
P 2.1104 0.4096 -1.3665
C 1.9692 1.4200 -2.8773
C 2.5501 2.6795 -3.0009
C 2.2249 3.5071 -4.0673
C 1.3052 3.0980 -5.0217
C 0.6959 1.8559 -4.8925
C 1.0194 1.0324 -3.8257
C 2.7565 -1.1987 -1.9798
C 3.1822 -1.5070 -3.2672
C 3.6838 -2.7689 -3.5696
C 3.7822 -3.7359 -2.5796
C 3.3585 -3.4380 -1.2895
C 2.8387 -2.1876 -0.9954
H 4.8486 2.2049 2.2979
H 7.0355 1.9685 1.0953
H 7.0473 1.0966 -1.2434
H 4.9171 0.4535 -2.3093
H 3.2473 3.0299 -2.2487
H 2.6791 4.4883 -4.1372
H 1.0389 3.7517 -5.8434
H -0.0575 1.5365 -5.6016
H 0.4882 0.0947 -3.6987
H 3.1405 -0.7570 -4.0464
H 4.0090 -2.9866 -4.5802
H 4.1785 -4.7173 -2.8138
H 3.4092 -4.1829 -0.5048
H 2.4960 -1.9680 0.0118
O -1.4532 2.5237 5.0445
C -1.6561 1.8862 4.0042
O -0.7791 1.2409 3.3572
C -3.0956 1.9068 3.4682
C -3.8379 3.0352 3.8245
C -5.1651 3.1934 3.4688
C -5.7886 2.1748 2.7560
C -5.0737 1.0477 2.4036
C -3.7146 0.8838 2.7275
S -2.9490 -0.6036 2.1564
H -3.3248 3.7863 4.4101
H -5.7083 4.0895 3.7476
H -6.8304 2.2621 2.4640
H -5.5532 0.2594 1.8353
C -2.4792 -1.3219 5.4911
As -1.6857 -2.5096 4.2160
C -1.0576 -3.8861 5.4426
C -3.0597 -3.5298 3.3415
S 0.1483 -1.8184 3.3762
H -3.2939 -1.8512 5.9896
H -2.8405 -0.4249 4.9961
H -1.6977 -1.0519 6.2003
H -1.8809 -4.2431 6.0654
H -0.2623 -3.4684 6.0564
H -0.6512 -4.7114 4.8579
H -3.1442 -4.4765 3.8739
H -2.7935 -3.6912 2.2995
H -3.9718 -2.9409 3.3768
*
```

E_tot	-207300.5619	eV
HOMO-LUMO gap (alpha / beta)	4.75 / 5.80	eV
energy above the lowest of the compared OMol25 structures with the same formula, charge and spin	0.413	eV
<S²>	3.76
E_HOMO (alpha / beta)	-1.044 / -2.099	eV

Atom charges from the Mulliken analysis, given in e for atoms 1 to 2: atom 1 (V): 1.87, atom 2 (O): -0.76



# 2
Here is a molecular structure, C38H36AuN2OP2S at a distorted geometry from the OMol25 dataset. Energies are from ωB97M-V/def2-TZVPD.

The geometry in ORCA input format:
```
! RIJCOSX wB97M-V def2-TZVPD def2/J DEFGRID3
* xyz 3 3
Au -1.0855 -0.0653 0.0043
O 3.1364 2.2385 -0.3112
S 2.5021 0.9519 -0.0474
C 3.0988 0.2977 1.5168
C 4.4348 0.3512 1.8774
C 4.8072 -0.1995 3.0942
C 3.8510 -0.7509 3.9392
C 2.5066 -0.7538 3.5974
C 2.1186 -0.2090 2.3756
P 0.3535 0.0080 2.0094
C -0.1256 1.6238 2.6213
C -1.4896 1.8841 2.8178
C -1.8916 3.1321 3.2566
C -0.9450 4.1287 3.4757
C 0.4028 3.8804 3.2471
C 0.8220 2.6344 2.8100
C -0.4464 -1.3572 2.8659
C -0.0915 -2.6209 2.3637
C -0.6018 -3.7637 2.9488
C -1.4892 -3.6539 4.0169
C -1.8490 -2.4044 4.5046
C -1.3336 -1.2478 3.9364
C 3.0144 -0.2360 -1.3024
C 4.3351 -0.6012 -1.4904
C 4.6507 -1.4072 -2.5741
C 3.6621 -1.8164 -3.4573
C 2.3379 -1.4473 -3.2690
C 2.0026 -0.6467 -2.1778
P 0.3169 0.0061 -1.9729
C 0.2801 1.6585 -2.6763
C 0.4483 1.7958 -4.0595
C 0.4758 3.0629 -4.6141
C 0.3448 4.1840 -3.8023
C 0.1713 4.0428 -2.4315
C 0.1340 2.7812 -1.8616
C -0.7877 -1.0816 -2.8797
C -0.6737 -2.4716 -2.7119
C -1.5581 -3.3145 -3.3587
C -2.5762 -2.7855 -4.1486
C -2.7222 -1.4082 -4.2767
C -1.8441 -0.5535 -3.6328
H 5.1661 0.8270 1.2363
H 5.8487 -0.1976 3.3861
H 4.1547 -1.1634 4.8926
H 1.7711 -1.1447 4.2878
H -2.2234 1.1049 2.6449
H -2.9391 3.3345 3.4395
H -1.2608 5.1011 3.8290
H 1.1338 4.6574 3.4274
H 1.8742 2.4494 2.6372
H 0.5968 -2.6910 1.5272
H -0.3089 -4.7403 2.5872
H -1.8905 -4.5459 4.4788
H -2.5220 -2.3309 5.3489
H -1.5834 -0.2831 4.3569
H 5.1158 -0.2679 -0.8205
H 5.6785 -1.7037 -2.7340
H 3.9234 -2.4274 -4.3116
H 1.5837 -1.7612 -3.9754
H 0.5704 0.9196 -4.6847
H 0.5981 3.1764 -5.6831
H 0.3809 5.1719 -4.2412
H 0.0606 4.9210 -1.8094
H -0.0079 2.6695 -0.7910
H 0.1113 -2.8829 -2.0886
H -1.4537 -4.3871 -3.2607
H -3.2571 -3.4491 -4.6649
H -3.5174 -1.0051 -4.8900
H -1.9484 0.5196 -3.7403
N -2.8244 -1.6469 0.2682
C -4.0223 -1.0800 -0.3823
C -4.2476 0.3336 0.1327
N -3.0953 1.1921 -0.2148
H -2.5933 -2.5514 -0.1307
H -3.0121 -1.8015 1.2563
H -4.9135 -1.6788 -0.1878
H -3.8484 -1.0635 -1.4600
H -4.3382 0.3050 1.2209
H -5.1818 0.7259 -0.2699
H -3.1098 2.0391 0.3439
H -3.1661 1.4895 -1.1837
*
```

E_tot	-78096.8626	eV
HOMO-LUMO gap (alpha / beta)	7.56 / 4.77	eV
energy above the lowest of the compared OMol25 structures with the same formula, charge and spin	0.749	eV
<S²>	2.02
E_HOMO (alpha / beta)	-15.899 / -16.675	eV

Atom charges from the Mulliken analysis, given in e for atoms 1 to 2: atom 1 (Au): 2.25, atom 2 (O): -0.57



# 3
Here is a molecular structure, C38H36N8O3S4SeTa from the OMol25 dataset. Energies are from ωB97M-V/def2-TZVPD.

The geometry in ORCA input format:
```
! RIJCOSX wB97M-V def2-TZVPD def2/J DEFGRID3
* xyz 3 1
Ta 0.0293 0.5306 0.2890
Se -2.4550 8.0359 0.6961
N -0.8354 7.3327 0.5774
C -1.0154 6.0425 0.4857
C 0.0867 5.0850 0.3705
C 1.4266 5.4778 0.3400
C 2.3934 4.5142 0.2043
C 2.0141 3.1781 0.1240
N 0.7413 2.7850 0.1762
C -0.2128 3.7375 0.2895
C -1.5850 3.2733 0.3169
N -1.7688 1.9366 0.2467
C -3.0236 1.4533 0.2174
C -4.1344 2.2716 0.2718
C -3.9489 3.6350 0.3769
C -2.6544 4.1497 0.3940
C -2.3709 5.5808 0.4932
N -3.3055 6.4879 0.5891
H 1.6704 6.5321 0.4141
H 3.4454 4.7676 0.1648
H 2.7605 2.4137 0.0057
H -3.1370 0.3829 0.1523
H -5.1247 1.8347 0.2462
H -4.7866 4.3214 0.4424
O -1.3628 -0.6690 1.1626
S -2.3585 -1.3276 2.1702
C -2.5047 -2.9511 1.4127
C -1.1606 -3.6517 1.1632
C -1.1378 -4.4241 -0.1624
C -0.9976 -3.5468 -1.4024
S 0.4883 -2.5469 -1.5782
O 0.3576 -1.4803 -0.4770
C 1.7517 -3.6347 -1.0327
C 2.2438 -4.5218 -1.9862
C 3.2160 -5.4317 -1.5979
C 3.6862 -5.4290 -0.2895
C 3.1935 -4.5194 0.6409
C 2.2109 -3.6086 0.2769
C -1.5238 -1.6323 3.6847
C -0.1535 -1.8627 3.7753
C 0.3777 -2.1280 5.0238
C -0.4493 -2.1696 6.1472
C -1.8129 -1.9333 6.0359
C -2.3638 -1.6422 4.7957
H -3.0716 -2.7568 0.4963
H -3.1613 -3.4938 2.0986
H -0.9315 -4.3195 1.9906
H -0.3701 -2.9083 1.1319
H -2.0615 -4.9938 -0.2983
H -0.3316 -5.1580 -0.1322
H -1.7977 -2.8024 -1.4930
H -1.0006 -4.1426 -2.3207
H 1.8873 -4.5045 -3.0129
H 3.6161 -6.1322 -2.3205
H 4.4518 -6.1365 0.0055
H 3.5782 -4.5186 1.6536
H 1.8313 -2.8814 0.9846
H 0.4858 -1.8155 2.9052
H 1.4415 -2.3007 5.1284
H -0.0197 -2.3780 7.1200
H -2.4468 -1.9566 6.9131
H -3.4246 -1.4247 4.7030
S 0.1968 1.2483 2.6438
C 1.8849 1.4323 2.9635
C 2.2251 2.0503 4.2190
N 2.4725 2.5228 5.2394
C 2.8237 0.9503 2.1313
S 2.4048 0.1186 0.6663
C 4.2320 1.0661 2.4056
N 5.3621 1.1846 2.5954
C -1.9792 -0.2687 -2.8681
N -0.8190 0.2447 -3.5835
C -0.8736 0.1513 -5.0600
C -0.1273 1.3106 -5.6770
C 1.2801 1.3327 -5.1309
N 1.2620 1.2699 -3.6535
C 2.4875 1.7489 -2.9957
C 0.2257 0.7985 -2.9783
O 0.2405 0.8918 -1.6784
H -2.2332 -1.2503 -3.2669
H -2.8395 0.3886 -2.9972
H -1.7732 -0.3782 -1.8083
H -1.9227 0.1594 -5.3452
H -0.4477 -0.8038 -5.3735
H -0.6381 2.2470 -5.4434
H -0.1034 1.2054 -6.7597
H 1.7928 2.2532 -5.4014
H 1.8726 0.4996 -5.5125
H 3.3446 1.2599 -3.4576
H 2.4804 1.5143 -1.9402
H 2.5844 2.8267 -3.1332
*
```

E_tot	-168271.8230	eV
HOMO-LUMO gap	6.71	eV
energy above the lowest of the compared OMol25 structures with the same formula, charge and spin	0.507	eV
E_HOMO	-15.843	eV

Atom charges from the Mulliken analysis, given in e for atoms 1 to 2: atom 1 (Ta): 0.33, atom 2 (Se): 0.38



# 4
Here is a molecular structure, C38H36N8O6PdS3 at a distorted geometry from the OMol25 dataset. Energies are from ωB97M-V/def2-TZVPD.

The geometry in ORCA input format:
```
! RIJCOSX wB97M-V def2-TZVPD def2/J DEFGRID3
* xyz 0 3
Pd 1.3629 0.2087 -1.9683
O 0.2340 1.0580 -3.4052
C -0.9274 0.8339 -3.9572
C -2.0680 0.1819 -3.4026
C -2.9585 -0.3364 -4.3179
C -4.1709 -0.8457 -3.8454
C -4.4849 -0.9334 -2.5089
C -3.5276 -0.7508 -1.6052
C -2.2589 -0.1189 -1.9663
O -1.3458 0.1017 -1.1340
N -5.1183 -1.3033 -4.7985
O -6.2778 -1.5773 -4.4220
O -4.7066 -1.4135 -5.9649
H -1.1112 1.1477 -5.0078
H -2.7821 -0.1846 -5.3998
H -5.5334 -1.2326 -2.3114
H -3.6727 -1.0174 -0.5517
C 2.2073 4.9262 3.4442
C 2.2023 3.5082 3.8694
C 1.1494 2.7003 3.4354
C 0.9615 1.3868 3.8910
C 1.9360 0.7957 4.6855
N 1.6957 -0.5505 5.0624
C 0.9986 -1.5612 4.3661
O 0.5028 -2.5266 4.9561
N 0.8395 -1.4539 2.9480
C 1.8761 -1.1644 2.0046
C 3.2537 -0.8449 2.3114
C 4.0169 -0.2620 1.3307
C 3.5373 -0.0206 0.0719
N 2.2278 -0.3545 -0.2730
C 1.4204 -0.9548 0.6622
C 2.9523 1.5672 5.1565
C 3.0279 2.9181 4.8424
H 2.9765 5.1932 2.7256
H 2.2780 5.6241 4.3260
H 1.3066 5.0864 2.8182
H 0.4851 3.1229 2.7098
H -0.0229 0.8639 3.6954
H 1.8794 -0.8288 6.0206
H 0.2098 -2.1828 2.6023
H 3.5811 -1.0674 3.3280
H 5.0511 -0.0454 1.6011
H 4.2224 0.3436 -0.7123
H 0.3785 -1.0571 0.3831
H 3.7518 1.1448 5.7490
H 3.7482 3.5011 5.4279
S 3.7088 -6.3030 -0.4913
C 2.6838 -5.2539 -1.2740
S 3.0722 -3.5883 -1.4538
C 1.5346 -3.2272 -2.2875
N 0.8950 -4.3541 -2.5187
N 1.5520 -5.4544 -2.0182
C 0.9762 -6.7310 -2.5414
C -0.4105 -6.7608 -2.7164
C -0.9427 -7.9265 -3.2695
C -0.0670 -8.9811 -3.5655
C 1.3168 -8.9367 -3.3124
C 1.8272 -7.7972 -2.8009
S 0.9835 -1.8566 -3.1159
H -1.0538 -5.9094 -2.6431
H -1.9886 -8.0027 -3.6036
H -0.5863 -9.8335 -4.0101
H 1.9428 -9.8271 -3.4840
H 2.8688 -7.6008 -2.5123
C -2.7654 2.9576 3.0232
C -2.6961 4.2026 2.1107
N -1.9720 3.9634 0.8439
C -2.7078 3.1102 -0.1930
C -4.2482 3.2460 -0.1493
C -0.7380 4.4972 0.7883
O -0.3817 5.4842 1.5179
C 0.2902 3.9488 -0.1147
C 1.2196 4.8464 -0.6377
C 2.2183 4.4096 -1.4426
C 2.2555 3.0393 -1.7810
N 1.3220 2.1693 -1.3623
C 0.3965 2.5795 -0.4489
H -3.2545 3.2153 3.9953
H -1.8001 2.6442 3.3252
H -3.3859 2.1638 2.6290
H -2.1618 4.9854 2.6352
H -3.6957 4.5682 1.9191
H -2.3628 2.1014 -0.0659
H -2.2738 3.5423 -1.1519
H -4.6446 2.6730 0.6566
H -4.6243 2.8080 -1.0760
H -4.6096 4.2676 -0.0731
H 1.2333 5.8488 -0.1938
H 3.0451 5.0527 -1.7155
H 2.9798 2.5729 -2.4013
H -0.2545 1.8213 0.1087
*
```

E_tot	-100175.4645	eV
HOMO-LUMO gap (alpha / beta)	6.49 / 4.99	eV
energy above the lowest of the compared OMol25 structures with the same formula, charge and spin	0.000	eV
<S²>	2.03
E_HOMO (alpha / beta)	-6.862 / -7.914	eV

Atom charges from the Mulliken analysis, given in e for atoms 1 to 2: atom 1 (Pd): 0.76, atom 2 (O): -0.56



# 5
Here is 7 unconnected molecules or ions with the total composition C38H37Cl2F6O20P at a distorted geometry from the OMol25 dataset. Energies are from ωB97M-V/def2-TZVPD.

The geometry in ORCA input format:
```
! RIJCOSX wB97M-V def2-TZVPD def2/J DEFGRID3
* xyz 0 1
C 0.7733 -0.0151 1.2394
C 1.5020 -0.4646 -0.0249
C 2.5282 0.6243 -0.3931
C 0.5421 -0.7338 -1.2388
C -0.9193 -0.5875 -0.8943
C -1.5995 -1.6340 -0.2693
Cl -0.7497 -3.1052 0.1107
C -2.9407 -1.5440 0.0635
C -3.6408 -0.3686 -0.1878
P -5.4065 -0.3823 0.3612
C -5.5890 1.1013 1.4452
C -6.5335 -0.2334 -1.0768
C -2.9851 0.7121 -0.7802
C -1.6261 0.5942 -1.1384
C -0.9717 1.7904 -1.7548
O -0.1978 1.7427 -2.6736
C -1.3886 3.0752 -1.1364
C -0.5043 4.1206 -0.9154
C -0.9960 5.2668 -0.3143
Cl 0.0970 6.6010 -0.0566
C -2.3225 5.4071 0.0736
C -3.2064 4.3549 -0.1501
C -2.7196 3.2035 -0.7561
C -3.6232 2.0444 -1.0288
O -4.7414 2.2097 -1.4356
H 0.1535 -0.7890 1.6871
H 0.1902 0.8842 1.0350
H 1.5127 0.2791 1.9734
H 2.0462 -1.3892 0.1639
H 2.8510 1.1159 0.5250
H 3.4227 0.2127 -0.8552
H 2.0895 1.4067 -1.0143
H 0.6885 -1.7464 -1.6062
H 0.8371 -0.0430 -2.0143
H -3.4450 -2.3696 0.5425
H -4.6146 1.5926 1.5108
H -5.8436 0.8077 2.4564
H -6.2767 1.8465 1.0503
H -6.1397 0.3251 -1.9209
H -7.4392 0.2523 -0.7160
H -6.8087 -1.2214 -1.4350
H 0.5324 4.0279 -1.1984
H -2.6854 6.3086 0.5411
H -4.2464 4.4070 0.1311
C 1.6299 5.4305 3.1360
C 3.0368 4.9137 3.3048
O 2.8274 3.6812 3.9844
C 1.5979 3.2340 3.6238
O 1.2098 2.1253 3.8118
O 0.8817 4.2100 3.0277
F 3.7936 5.7248 4.0922
H 1.2812 5.9841 4.0097
H 1.5093 6.0519 2.2520
H 3.5556 4.7274 2.3738
C 4.1850 3.1184 -2.4491
C 3.5903 4.4457 -2.8564
O 2.7194 4.7233 -1.7670
C 3.2419 4.1166 -0.6719
O 2.8808 4.3391 0.4424
O 4.1858 3.2273 -1.0097
F 2.8602 4.3610 -3.9892
H 3.5483 2.2801 -2.7424
H 5.1917 2.9683 -2.8302
H 4.3121 5.2582 -2.9613
C -0.9555 -5.8886 -2.3609
C -2.2551 -6.3857 -1.7735
O -2.3621 -7.6789 -2.3474
C -1.0931 -8.1251 -2.5772
O -0.8037 -9.2516 -2.7999
O -0.2085 -7.0993 -2.5134
F -3.3042 -5.6244 -2.1864
H -1.1046 -5.4309 -3.3403
H -0.4392 -5.1875 -1.7142
H -2.2801 -6.4658 -0.6959
C 0.7001 -8.0909 1.9797
C -0.0065 -6.8301 1.5421
O -1.1112 -6.7753 2.4150
C -0.7398 -7.4056 3.5758
O -1.3201 -7.3208 4.6001
O 0.3903 -8.1294 3.3750
F -0.4619 -6.9233 0.2584
H 0.2895 -8.9745 1.4886
H 1.7742 -8.0581 1.8184
H 0.5849 -5.9185 1.6454
C 3.6838 0.5519 5.3390
C 2.9845 -0.4806 4.4901
O 3.4526 -1.6992 5.0417
C 3.7394 -1.4618 6.3563
O 3.9058 -2.3038 7.1712
O 3.7980 -0.1286 6.5951
F 3.3624 -0.4064 3.1901
H 4.6794 0.7816 4.9564
H 3.1174 1.4723 5.4404
H 1.8957 -0.4481 4.5479
C -0.3010 0.3063 -5.6220
C -0.2467 1.7958 -5.8673
O 0.7038 2.2225 -4.9076
C 1.5443 1.1834 -4.6861
O 2.5949 1.2756 -4.1353
O 1.0331 0.0337 -5.1750
F -1.4336 2.3957 -5.6192
H -1.0089 0.0538 -4.8318
H -0.5370 -0.2671 -6.5144
H 0.0951 2.0794 -6.8645
*
```

E_tot	-131596.0931	eV
SMILES string	CC(C)Cc1c(Cl)cc(P(C)C)c2c1C(=O)c1cc(Cl)ccc1C2=O.O=C1OC[C@@H](F)O1.O=C1OC[C@@H](F)O1.O=C1OC[C@@H](F)O1.O=C1OC[C@@H](F)O1.O=C1OC[C@@H](F)O1.O=C1OC[C@@H](F)O1
HOMO-LUMO gap	7.08	eV
E_HOMO	-8.245	eV

Atom charges from the Mulliken analysis, given in e for atoms 1 to 2: atom 1 (C): -0.95, atom 2 (C): 0.68